C92H206F9N4O10P3 | the ωB97M-V functional and the def2-TZVPD basis

**Spin multiplicity**: 1
**Molar mass**: 1792.6 g/mol
**E_HOMO**: -11.636 eV
**Energy above the lowest of the compared OMol25 structures with the same formula, charge and spin**: 6.968 eV
**Net charge**: +4

Geometry (Å):
C 3.834 3.626 4.267
C 4.569 4.439 3.176
N 3.959 5.883 2.924
C 4.247 6.721 4.148
C 4.788 6.503 1.738
C 6.230 6.880 2.075
C 2.405 5.733 2.594
C 1.719 7.162 2.730
O 0.984 7.265 3.924
C 0.844 8.536 4.516
H 2.802 3.321 4.090
H 4.025 4.184 5.184
H 4.356 2.681 4.414
H 4.366 3.950 2.223
H 5.623 4.479 3.452
H 5.228 6.412 4.509
H 3.495 6.397 4.868
H 4.127 7.795 4.007
H 4.269 7.422 1.466
H 4.679 5.787 0.922
H 6.248 7.583 2.908
H 6.770 7.545 1.401
H 6.843 5.980 2.116
H 1.954 5.080 3.342
H 2.271 5.359 1.579
H 1.007 7.179 1.906
H 2.411 7.977 2.521
H 1.726 9.156 4.356
H 0.710 8.461 5.595
H 0.044 9.164 4.123
C 1.666 2.620 -3.169
C 0.540 3.268 -2.378
N 0.667 4.792 -2.144
C 0.325 5.593 -3.359
C -0.255 5.185 -0.976
C -1.760 4.788 -1.113
C 2.162 5.087 -1.664
C 2.668 6.564 -1.699
O 2.149 7.286 -0.607
C 2.574 8.612 -0.519
H 1.414 1.711 -3.715
H 2.616 2.471 -2.654
H 1.854 3.313 -3.989
H 0.400 2.894 -1.364
H -0.495 3.137 -2.693
H 1.087 5.258 -4.064
H 0.242 6.661 -3.159
H -0.571 5.117 -3.757
H -0.204 6.272 -1.027
H 0.152 4.887 -0.009
H -1.981 3.901 -0.518
H -1.977 4.493 -2.140
H -2.427 5.637 -0.964
H 2.847 4.559 -2.328
H 2.340 4.736 -0.648
H 2.363 7.115 -2.588
H 3.754 6.474 -1.662
H 3.662 8.596 -0.577
H 2.249 9.060 0.421
H 2.250 9.318 -1.284
C 0.057 -1.442 7.782
C 0.517 -2.603 6.886
N 2.110 -2.649 6.694
C 2.440 -3.685 5.615
C 2.578 -1.314 6.120
C 1.906 -0.771 4.804
C 2.624 -3.012 8.080
C 4.042 -3.650 8.104
O 3.859 -5.028 7.957
C 4.931 -5.871 8.225
H 0.746 -1.185 8.587
H -0.850 -1.690 8.334
H -0.238 -0.684 7.057
H 0.065 -2.639 5.895
H 0.231 -3.542 7.360
H 3.484 -3.510 5.356
H 1.830 -3.498 4.731
H 2.262 -4.660 6.068
H 3.665 -1.396 6.124
H 2.480 -0.574 6.914
H 2.215 0.265 4.673
H 0.818 -0.708 4.820
H 2.384 -1.301 3.980
H 1.969 -3.742 8.556
H 2.607 -2.103 8.681
H 4.451 -3.360 9.071
H 4.838 -3.316 7.439
H 4.919 -6.288 9.232
H 5.895 -5.395 8.045
H 4.898 -6.757 7.591
C 4.339 -0.710 2.200
C 5.514 -1.065 1.293
N 5.857 0.040 0.237
C 5.721 1.474 0.737
C 7.397 -0.199 -0.265
C 7.766 -1.657 -0.691
C 4.946 -0.163 -1.008
C 5.215 0.759 -2.265
O 5.072 2.155 -2.150
C 5.799 2.856 -3.223
H 4.179 -1.517 2.915
H 3.388 -0.758 1.670
H 4.406 0.277 2.657
H 5.371 -2.021 0.789
H 6.396 -1.170 1.925
H 6.412 1.658 1.560
H 4.750 1.569 1.222
H 5.702 2.232 -0.047
H 8.014 0.143 0.566
H 7.529 0.569 -1.027
H 7.216 -2.021 -1.559
H 7.643 -2.308 0.174
H 8.818 -1.724 -0.968
H 3.950 0.081 -0.638
H 5.125 -1.219 -1.212
H 4.513 0.430 -3.032
H 6.234 0.605 -2.620
H 5.419 2.982 -4.237
H 6.801 2.490 -3.449
H 5.904 3.918 -3.002
C 3.236 -7.153 -6.205
C 3.050 -7.536 -4.752
C 1.764 -6.793 -4.286
C 0.467 -7.292 -4.951
P -1.056 -7.343 -3.939
C -1.232 -5.660 -3.260
C -2.242 -5.432 -2.142
C -2.089 -4.055 -1.491
C -3.240 -3.835 -0.510
C -2.439 -8.125 -4.996
C -3.791 -8.072 -4.437
C -4.869 -8.841 -5.122
C -4.600 -10.401 -5.040
C -0.850 -8.451 -2.414
C -0.389 -9.872 -2.854
C -0.479 -10.940 -1.732
C 0.522 -10.804 -0.444
H 2.469 -7.554 -6.867
H 4.173 -7.576 -6.568
H 3.229 -6.067 -6.298
H 3.898 -7.207 -4.152
H 3.105 -8.615 -4.609
H 1.828 -5.735 -4.542
H 1.625 -6.874 -3.208
H 0.621 -8.347 -5.178
H 0.191 -6.803 -5.885
H -1.395 -4.883 -4.007
H -0.232 -5.404 -2.909
H -2.038 -5.982 -1.223
H -3.269 -5.491 -2.504
H -2.028 -3.292 -2.267
H -1.135 -4.045 -0.963
H -3.196 -4.564 0.299
H -4.202 -4.035 -0.984
H -3.348 -2.796 -0.200
H -2.154 -9.169 -5.127
H -2.446 -7.579 -5.939
H -3.992 -7.002 -4.387
H -3.704 -8.462 -3.423
H -5.002 -8.592 -6.175
H -5.817 -8.650 -4.620
H -3.862 -10.708 -5.781
H -5.442 -11.053 -5.273
H -4.208 -10.723 -4.075
H -1.786 -8.633 -1.885
H -0.037 -7.989 -1.854
H 0.663 -9.911 -3.135
H -1.016 -10.340 -3.613
H -0.267 -11.911 -2.180
H -1.508 -11.038 -1.387
H 1.400 -10.190 -0.646
H 0.856 -11.772 -0.072
H 0.104 -10.235 0.386
C 1.247 3.366 7.093
C 0.305 4.619 7.037
C -0.709 4.768 5.826
C -1.901 3.753 5.982
P -3.372 4.032 4.864
C -4.251 2.495 4.487
C -3.346 1.395 3.955
C -3.645 -0.047 4.479
C -2.648 -1.165 3.957
C -4.574 5.188 5.695
C -4.015 6.335 6.519
C -4.982 7.276 7.301
C -5.678 6.523 8.487
C -2.742 4.718 3.276
C -2.435 6.158 3.267
C -2.241 6.782 1.878
C -2.419 8.319 1.894
H 0.668 2.487 7.375
H 2.031 3.403 7.850
H 1.641 3.229 6.086
H 0.790 5.584 6.891
H -0.188 4.808 7.991
H -0.229 4.800 4.847
H -1.169 5.747 5.964
H -2.307 3.533 6.969
H -1.510 2.769 5.724
H -5.161 2.695 3.923
H -4.579 2.146 5.467
H -2.348 1.433 4.393
H -3.221 1.472 2.875
H -4.648 -0.274 4.117
H -3.727 -0.033 5.566
H -2.599 -2.024 4.627
H -1.695 -0.657 3.809
H -2.946 -1.447 2.947
H -5.145 4.466 6.279
H -5.168 5.496 4.835
H -3.485 6.975 5.813
H -3.327 5.836 7.201
H -5.752 7.608 6.605
H -4.423 8.091 7.760
H -5.023 6.106 9.251
H -6.157 5.652 8.040
H -6.395 7.226 8.911
H -3.513 4.360 2.593
H -1.849 4.123 3.085
H -1.523 6.341 3.835
H -3.287 6.652 3.733
H -2.936 6.464 1.101
H -1.223 6.502 1.605
H -3.405 8.630 2.239
H -2.202 8.677 0.888
H -1.758 8.978 2.458
C -3.933 1.800 -0.110
C -3.842 0.373 -0.804
C -3.111 0.346 -2.195
C -4.011 1.105 -3.219
P -3.419 0.873 -4.936
C -1.707 1.616 -5.131
C -1.122 1.349 -6.531
C 0.348 1.963 -6.543
C 1.090 1.550 -7.830
C -3.393 -0.889 -5.394
C -4.677 -1.685 -4.996
C -4.415 -3.190 -5.175
C -5.607 -4.087 -4.864
C -4.593 1.599 -6.106
C -4.619 1.047 -7.533
C -5.380 1.961 -8.449
C -6.926 1.795 -8.348
H -4.345 2.527 -0.810
H -2.950 2.115 0.240
H -4.656 1.704 0.700
H -4.826 -0.046 -1.016
H -3.287 -0.275 -0.125
H -2.775 -0.667 -2.417
H -2.290 1.061 -2.138
H -4.008 2.185 -3.070
H -5.050 0.797 -3.334
H -1.012 1.127 -4.448
H -1.678 2.669 -4.853
H -1.825 1.832 -7.210
H -1.129 0.285 -6.769
H 1.122 1.587 -5.874
H 0.220 3.029 -6.354
H 2.061 2.044 -7.838
H 0.594 1.818 -8.763
H 1.356 0.495 -7.890
H -2.524 -1.183 -4.804
H -3.243 -0.981 -6.469
H -5.521 -1.582 -5.678
H -4.977 -1.341 -4.006
H -3.523 -3.462 -4.611
H -4.130 -3.383 -6.209
H -6.418 -3.876 -5.561
H -6.092 -3.901 -3.906
H -5.300 -5.133 -4.856
H -4.150 2.594 -6.064
H -5.628 1.681 -5.773
H -5.028 0.039 -7.594
H -3.585 0.969 -7.868
H -4.941 1.676 -9.405
H -5.070 2.967 -8.165
H -7.370 2.479 -9.070
H -7.242 2.096 -7.349
H -7.269 0.787 -8.581
C 1.411 1.698 1.366
O 1.346 1.055 0.104
O 2.310 2.745 1.163
C 0.015 1.965 1.980
F 0.051 2.699 3.126
F -0.878 2.567 1.156
F -0.591 0.868 2.434
C 0.961 -0.352 0.088
C 0.582 -0.839 -1.296
H 1.420 -0.864 -1.992
H 0.143 -1.836 -1.344
H -0.147 -0.117 -1.664
H 0.099 -0.637 0.692
H 1.823 -0.981 0.309
H 1.954 0.956 1.950
C -0.492 -5.996 4.085
O 0.152 -4.800 3.466
O -0.714 -5.693 5.417
C -1.753 -6.563 3.253
F -1.559 -6.954 2.007
F -2.284 -7.628 3.862
F -2.737 -5.727 3.140
C 0.789 -4.952 2.248
C 0.688 -3.551 1.609
H -0.365 -3.278 1.684
H 1.264 -2.771 2.107
H 0.973 -3.524 0.558
H 0.293 -5.621 1.546
H 1.825 -5.270 2.370
H 0.134 -6.877 3.947
C -1.185 -3.911 -7.202
O -0.964 -3.225 -5.983
O -1.812 -5.119 -6.864
C -1.760 -2.890 -8.293
F -1.533 -3.104 -9.657
F -3.038 -2.633 -8.173
F -1.137 -1.742 -8.142
C 0.258 -3.263 -5.210
C 1.105 -2.010 -5.547
H 1.679 -1.581 -4.726
H 1.723 -2.063 -6.444
H 0.442 -1.164 -5.729
H 0.877 -4.149 -5.355
H 0.039 -3.191 -4.145
H -0.230 -4.144 -7.673

Mulliken atomic charge list, values in e, 6 entries: -0.935, -0.281, 0.706, -1.226, -0.088, -1.429